10
Properties=species:S:1:pos:R:3:lowdin_charge:R:1 method="wB97M-V/def2-TZVPD" homo_energy_ha=-0.14792 fmax_ev_per_a=3.6 de_lowest_kcal_mol=46.0 charge=-1 homo_lumo_gap_ev=6.98 energy_ev=-29042.954
C 0.6448 -0.5989 -0.8080 -0.09
C 1.5552 0.1599 0.0938 -0.34
C -0.6365 -0.1927 -0.5766 -0.26
C -1.7136 0.2382 -0.0409 -1.05
N 1.2776 1.0047 0.9367 0.09
S -2.7905 1.3403 0.3653 0.50
Cl -2.3892 -1.8164 0.6366 -0.03
H 1.1811 -1.1479 -1.6934 0.11
H 2.5486 -0.2097 0.1461 0.07
H 0.3225 1.2225 0.9402 0.00